Record 1
Below is a 4-piece molecular cluster, C38H75N4O5PS overall, with properties calculated with ωB97M-V/def2-TZVPD.

CARTESIAN COORDINATES (ANGSTROEM)
S1 4.94464 3.97074 -2.47653
P1 1.52096 3.41419 -1.77870
O1 -2.08576 -0.07466 -0.64058
O2 1.85915 3.99010 -3.30484
O3 5.00328 0.88073 -4.76114
O4 0.94655 4.69988 -0.84464
O5 2.30649 0.63040 0.00015
N1 -6.28188 -1.54994 -0.17569
N2 4.20197 2.57852 -1.78021
N3 2.16931 -8.13535 0.36462
N4 -1.77441 7.25061 3.13580
C1 -1.44547 9.72878 2.58647
C2 1.82135 -10.40132 1.34039
C3 1.70416 -9.49035 0.12611
C4 1.90732 3.23377 2.40783
C5 -5.83844 -1.31519 -1.54016
C6 -7.88593 -3.47938 -0.68169
C7 2.87199 -1.95569 1.40092
C8 0.77271 0.02541 -1.79023
C9 2.26822 -2.65035 -0.80427
C10 -3.07813 5.51688 1.90929
C11 0.65801 -1.03506 0.45721
C12 0.93020 0.38440 -0.26041
C13 3.09044 2.91629 -0.87181
C14 -8.48579 -0.25924 -0.33734
C15 4.66581 -8.59751 0.03986
C16 -6.66995 -2.93080 0.07132
C17 -7.16666 -0.54348 0.38921
C18 5.30297 2.58900 1.12408
C19 2.89462 1.85815 0.29366
C20 4.40081 1.42848 0.64823
C21 4.05697 -2.70056 1.28768
C22 -5.17591 0.03978 -1.74358
C23 1.81544 -7.21132 -0.70260
C24 3.52496 -8.00564 0.87517
C25 -1.73733 8.62645 3.60934
C26 5.16534 1.22546 -3.61904
C27 0.14035 7.07296 1.44775
C28 2.43420 -7.44803 -2.08366
C29 4.36579 -3.41918 0.11377
C30 2.47605 2.54196 1.59460
C31 -2.85652 6.99529 2.20083
C32 -1.78888 2.18224 -1.59981
C33 -1.60263 1.24045 -0.37198
C34 1.94428 -1.89411 0.33482
C35 3.44559 -3.40376 -0.94514
C36 3.90167 1.50232 -2.73838
C37 -0.48581 6.67534 2.78776
C38 -0.19085 1.31006 0.30376
H1 0.03762 -0.79142 -1.93469
H2 2.04538 -6.18977 -0.38447
H3 -8.82162 -3.10781 -0.26543
H4 -2.03858 9.62156 1.67740
H5 -5.10090 -2.07932 -1.80259
H6 -0.58662 5.58518 2.80332
H7 4.42498 -9.58527 -0.35709
H8 5.36590 3.45391 0.44287
H9 3.76163 0.57161 -2.15097
H10 -2.30288 1.66654 0.38740
H11 -0.58596 7.08076 0.63247
H12 -0.35758 0.99609 1.35977
H13 0.52833 5.35153 -1.42741
H14 4.78969 -2.75623 2.10419
H15 -2.70536 8.84390 4.07322
H16 3.55889 -8.46442 1.86774
H17 5.55723 -8.70736 0.66233
H18 0.91853 6.35436 1.18096
H19 3.41471 3.83950 -0.33844
H20 4.93832 -7.94844 -0.79119
H21 1.55657 -2.61804 -1.64427
H22 -0.39113 9.75974 2.31404
H23 -5.80985 -3.56520 -0.16869
H24 2.43183 4.78022 -3.27564
H25 5.29932 -3.98984 0.01313
H26 0.61559 8.05189 1.49700
H27 -1.53234 1.70119 -2.55654
H28 0.72565 -7.22949 -0.81281
H29 1.29018 -9.98325 2.19738
H30 -1.68817 10.70309 3.01794
H31 2.71999 -1.43079 2.35346
H32 0.64618 -9.45070 -0.14889
H33 3.08565 1.71088 -3.45391
H34 2.36597 -8.49003 -2.39907
H35 0.06574 2.38508 0.38080
H36 3.73507 -6.94884 1.06374
H37 -1.32463 3.16594 -1.44020
H38 -9.23933 -1.01466 -0.11937
H39 0.40918 0.86685 -2.39693
H40 -3.78455 7.38463 2.62913
H41 -0.16050 -1.58679 -0.02468
H42 5.07219 2.95159 2.14258
H43 -2.70772 7.52152 1.24674
H44 -2.88579 2.37170 -1.64384
H45 1.38167 -11.37442 1.11384
H46 -7.38397 -0.80283 1.42944
H47 4.83387 0.78726 -0.13401
H48 2.22890 -9.96239 -0.71732
H49 -5.87639 0.86506 -1.59617
H50 4.26135 0.76590 1.53134
H51 -6.61013 0.39568 0.46026
H52 1.90627 -6.84912 -2.83049
H53 -4.79757 0.11542 -2.76483
H54 0.50105 -0.91281 1.54422
H55 -8.36162 -0.19632 -1.41968
H56 0.22852 6.88755 3.58898
H57 6.19031 1.30260 -3.17727
H58 1.48518 3.95551 3.09220
H59 -2.15455 -0.52048 0.21466
H60 6.33714 2.18393 1.19129
H61 4.82825 3.89795 -3.83793
H62 -2.22901 5.06935 1.38850
H63 -3.25714 4.95778 2.82960
H64 2.86059 -10.57440 1.62467
H65 -1.01307 8.70324 4.42577
H66 -6.82880 -3.07018 1.14500
H67 -6.66204 -1.41513 -2.26207
H68 -3.95211 5.39579 1.26653
H69 -7.85835 -3.24304 -1.74603
H70 -4.33500 0.16955 -1.06502
H71 1.71903 -0.37397 -2.20077
H72 3.58278 -3.93669 -1.89354
H73 -7.91194 -4.56843 -0.59268
H74 3.47913 -7.14041 -2.11558
H75 -8.89039 0.69870 -0.00157

The calculation puts the calculated total energy at -76939.189 eV. The gap between HOMO and LUMO is 8.2 eV. As for the LUMO energy: 0.2 eV. As for the structure (SMILES): C#C[C@@](CC)(O[C@@](C)(Cc1ccccc1)C[C@@H](C)O)[C@@H](N(S)CC=O)P(O)O.CCN(CC)CC.CCN(CC)CC.CCN(CC)CC.

Record 2
Below is a 8-piece molecular cluster, C38H77Cl15N2O4P overall, with properties calculated with ωB97M-V/def2-TZVPD.

CARTESIAN COORDINATES (ANGSTROEM)
Cl1 9.76806 -1.96355 -3.11027
Cl2 -5.22964 3.86654 -6.58828
Cl3 2.25888 -4.00214 10.21388
Cl4 -7.82360 1.86980 -7.51429
Cl5 -0.51383 -2.47992 11.46086
Cl6 -3.31302 -0.76428 2.92477
Cl7 1.33486 -2.81742 -4.33923
Cl8 2.31510 7.51016 5.28457
Cl9 -0.13516 -2.57713 6.22262
Cl10 4.61688 4.14050 1.91471
Cl11 6.40163 -2.34500 -3.12256
Cl12 4.18927 -4.15879 -5.43467
Cl13 3.08540 -3.54306 6.72076
Cl14 5.35171 6.06875 5.11729
Cl15 1.51145 5.37746 2.50179
P1 -1.07056 -2.66301 -1.75344
O1 -1.56500 -2.15523 -3.15405
O2 -2.58651 -0.15208 -1.66252
O3 0.07070 -1.65911 -1.29187
O4 -0.71652 -4.07774 -1.61202
N1 -1.07422 -4.63051 2.77410
N2 -3.40900 -1.10776 -1.01768
C1 -2.43190 1.98229 -2.69850
C2 -1.69255 1.52616 1.64814
C3 -1.47914 0.09709 1.16147
C4 1.66962 -2.36442 9.82269
C5 -5.56675 3.24124 -8.22809
C6 -6.85039 1.50985 -4.09588
C7 -2.97693 1.24150 -1.49249
C8 -5.30799 -0.58010 -2.74626
C9 1.51517 1.81020 -0.03020
C10 1.02276 -1.69690 11.00831
C11 -2.67048 -0.86448 1.27010
C12 -6.87599 1.45440 -2.56564
C13 -2.51807 -2.32524 -0.67779
C14 -1.84072 -5.74868 0.81030
C15 4.34060 6.22546 6.57858
C16 5.15662 2.13375 -2.50400
C17 -2.85963 -3.48170 1.57938
C18 4.25382 0.90080 -2.63468
C19 0.13806 2.46902 0.02487
C20 3.47732 -4.38352 -3.81986
C21 3.81486 5.47601 1.04549
C22 2.93543 6.30072 1.94721
C23 8.87656 -3.49515 -3.28612
C24 -4.48797 -1.59996 -1.98391
C25 1.97330 -4.42722 -3.86290
C26 3.24819 0.68626 -1.50429
C27 -3.86451 -0.67779 0.34159
C28 -2.21010 -2.29465 0.84172
C29 -7.04317 3.13074 -8.50778
C30 7.58606 -3.31592 -4.04284
C31 1.65807 -4.60608 6.63887
C32 -6.42440 0.11504 -1.95940
C33 0.62928 -4.09974 5.66530
C34 2.12236 1.72277 -1.42842
C35 2.87428 6.11844 6.24652
C36 -0.48641 2.44105 1.42738
C37 -1.87419 -4.61656 1.79855
C38 5.72742 2.34266 -1.09997
H1 0.29366 2.17194 2.14487
H2 -7.55913 4.06635 -8.31084
H3 7.74792 -2.80959 -4.99046
H4 2.18888 2.36091 0.63345
H5 9.51949 -4.18235 -3.83312
H6 -3.21470 2.19675 -3.42542
H7 0.23474 3.50501 -0.31057
H8 4.88255 0.00999 -2.71583
H9 4.98548 2.81596 -0.45728
H10 -5.07709 2.27514 -8.31424
H11 -4.05679 1.32023 -1.41719
H12 -3.19612 -3.15175 2.55904
H13 -7.18947 2.85326 -9.54982
H14 -1.96600 2.91679 -2.39448
H15 -1.89106 1.51124 2.71917
H16 1.25315 -4.68157 7.64580
H17 1.67276 -1.71960 11.87886
H18 0.79240 -0.66286 10.75815
H19 0.73742 -2.13318 -0.76579
H20 -0.51033 1.97312 -0.70782
H21 -1.22101 -3.81678 3.37658
H22 0.97377 -2.45132 8.99133
H23 -0.17012 -4.83036 5.56014
H24 -2.58995 1.96250 1.19539
H25 -6.09962 0.29508 -0.93096
H26 -3.14154 -3.20219 -0.85385
H27 7.12745 -4.28471 -4.23181
H28 -4.59105 -1.44850 0.61465
H29 2.80168 -0.30300 -1.63704
H30 -7.88757 1.65912 -2.21677
H31 -5.11712 -2.24158 -1.36506
H32 4.60256 6.10380 0.63286
H33 2.28266 6.09876 7.15970
H34 -0.70416 -0.35663 1.78808
H35 -5.11487 3.93742 -8.93171
H36 4.61300 3.03356 -2.80482
H37 -3.74280 -3.84710 1.04980
H38 5.97326 2.02142 -3.21980
H39 -5.74412 -1.14161 -3.57407
H40 6.04330 1.39676 -0.65700
H41 3.70168 0.96962 -3.57854
H42 1.43131 0.79229 0.37188
H43 -5.86175 1.77412 -4.47092
H44 3.24423 5.04023 0.22731
H45 6.59372 3.00363 -1.13514
H46 -2.55428 1.60772 -0.56011
H47 1.06215 -3.91145 4.68691
H48 3.76681 0.66164 -0.54158
H49 1.33164 1.46370 -2.14088
H50 -1.67654 1.37848 -3.20166
H51 -0.80609 3.44431 1.71038
H52 -2.63596 -5.68633 0.06935
H53 -1.09006 0.08470 0.14228
H54 2.67193 5.22201 5.66442
H55 2.51662 2.69860 -1.72957
H56 -0.86389 -2.22330 -3.83404
H57 3.46765 6.63432 2.83437
H58 -3.92811 -2.20409 -2.69178
H59 2.00375 -5.58852 6.32333
H60 1.56366 -4.64856 -2.87879
H61 2.56112 7.16635 1.40397
H62 -1.13402 -2.34339 1.00844
H63 1.59499 -5.15068 -4.57898
H64 -0.89788 -5.73594 0.26446
H65 3.85632 -5.32133 -3.41713
H66 -6.23810 2.24704 -2.16585
H67 -4.40326 0.26390 0.36631
H68 -1.91141 -6.69440 1.34484
H69 -7.53665 2.26742 -4.46611
H70 -7.27600 -0.56364 -1.87484
H71 -4.64468 0.13262 -3.22962
H72 3.83098 -3.56364 -3.20002
H73 2.53415 -1.78799 9.49875
H74 4.62224 5.41855 7.25248
H75 4.57427 7.17993 7.04223
H76 -7.13572 0.55625 -4.54146
H77 8.69827 -3.88837 -2.28873

The calculation puts the calculated total energy at -248948.101 eV. The gap between HOMO and LUMO is 9.8 eV. As for the LUMO energy: -2.0 eV. The charge is +1.

Record 3
Below is a 11-piece molecular cluster, C38H79FN11O12 overall, with properties calculated with ωB97M-V/def2-TZVPD.

CARTESIAN COORDINATES (ANGSTROEM)
F1 1.03726 0.08139 -0.31909
O1 -7.32582 6.47775 -3.49248
O2 -4.35357 1.26079 -0.71531
O3 -6.57315 0.86293 -5.64166
O4 -4.23970 2.53220 1.10906
O5 3.03594 -4.84870 -5.54366
O6 0.44095 1.62668 4.46587
O7 5.03505 -5.21798 -2.44998
O8 5.33611 1.58449 1.61427
O9 7.66961 -0.12188 7.02700
O10 -0.48293 -3.11274 -1.18440
O11 -3.23688 -1.20374 8.48480
O12 -1.05769 2.82485 -3.81326
N1 -1.45939 0.65529 -3.26219
N2 -0.14053 0.41113 6.29418
N3 5.05034 3.22854 0.06931
N4 -3.80405 -2.44321 10.30146
N5 -1.05268 -1.22045 1.91841
N6 2.42302 -3.45205 -7.22997
N7 1.35265 -3.75114 -2.36151
N8 6.47194 -6.89503 -1.91805
N9 6.81331 1.26027 5.43887
N10 -8.47160 7.53039 -5.14861
N11 -6.06364 2.63174 -4.30731
C1 0.72230 -3.04472 -1.43082
C2 -1.59774 0.74011 0.75343
C3 -3.85566 -1.35056 9.53041
C4 -3.33111 -0.65266 1.65950
C5 5.94770 4.13496 0.76997
C6 -0.64929 -0.13841 1.24661
C7 3.06593 -2.30623 -6.60755
C8 -4.56402 -2.55498 11.53458
C9 2.79009 -3.62164 -2.61403
C10 8.05871 1.99683 5.31422
C11 6.56359 -6.46338 -0.53302
C12 -8.30258 6.58104 -4.21408
C13 5.68997 -6.20128 -2.75926
C14 1.12061 1.54044 1.58113
C15 -6.72433 3.58235 -5.18421
C16 -9.66100 7.59625 -5.97653
C17 -0.17304 1.49843 5.52292
C18 0.58628 -4.69089 -3.16361
C19 7.22607 -8.05798 -2.34753
C20 -7.42365 8.52214 -5.33129
C21 -6.05948 1.32994 -4.64264
C22 6.75322 0.24303 6.31593
C23 -2.94370 0.48752 0.95815
C24 1.74415 -3.27624 -8.50073
C25 -0.89623 0.31108 7.54042
C26 -3.93357 1.46889 0.37360
C27 -2.00871 -0.28945 -2.30639
C28 4.41624 3.66909 -1.16045
C29 4.83848 2.00984 0.58470
C30 -1.50421 1.98362 -3.05971
C31 2.47845 -4.64257 -6.60860
C32 5.67756 1.64366 4.61562
C33 0.67804 -0.71299 5.87953
C34 -0.83910 0.15420 -4.47724
C35 -2.95891 -3.55271 9.88915
C36 -2.35414 -1.49235 2.13113
C37 -5.42757 3.11498 -3.09628
C38 0.82659 0.15457 1.03768
H1 5.17608 3.91791 -1.90256
H2 2.93179 -1.42765 -7.23292
H3 3.28228 -4.57794 -2.46391
H4 2.14302 1.63693 1.92672
H5 3.78069 2.88083 -1.55854
H6 -0.81303 2.29831 5.92464
H7 1.72006 -0.40512 5.78987
H8 3.22598 -2.88524 -1.93964
H9 3.80529 4.55273 -0.96875
H10 -2.79388 -0.87824 -2.78453
H11 6.91817 -8.93448 -1.77480
H12 6.01379 5.07476 0.22905
H13 5.68540 -6.60307 -3.78475
H14 -4.64671 3.83435 -3.35413
H15 6.93928 3.68881 0.84822
H16 -7.26495 9.07035 -4.40253
H17 4.13066 -2.50175 -6.47657
H18 1.42011 -0.58491 1.57828
H19 7.94545 2.78059 4.56946
H20 5.57589 4.32004 1.77826
H21 2.62987 -2.12240 -5.62496
H22 -1.22194 -0.95901 -1.95389
H23 -9.38820 7.50355 -7.02918
H24 -3.88636 -2.70288 12.37644
H25 0.59656 -1.51335 6.60908
H26 0.46435 1.68786 2.44217
H27 8.29275 -7.88879 -2.19119
H28 5.93506 1.56024 3.56206
H29 -6.16852 3.60309 -2.46016
H30 -0.88418 -0.93211 -4.48677
H31 1.39297 -2.36104 -0.88255
H32 -10.34284 6.78940 -5.71740
H33 -4.52134 -0.56868 9.92765
H34 1.96162 -5.44342 -7.16316
H35 -10.16882 8.55027 -5.82441
H36 -2.62927 -2.38886 2.66231
H37 5.57562 -6.48184 -0.07191
H38 -1.59766 -0.52521 7.49718
H39 -3.71948 2.53050 1.92451
H40 -6.26650 3.55308 -6.17412
H41 -1.35872 0.54965 -5.35034
H42 -1.92316 -3.22155 9.81026
H43 6.94275 -5.44225 -0.48623
H44 -0.36267 -1.86304 2.28990
H45 -5.14196 -1.64928 11.70232
H46 5.40166 2.67866 4.83736
H47 7.23153 -7.12427 0.01271
H48 0.34570 -1.07553 4.90326
H49 -0.20432 0.15441 8.37009
H50 -1.28960 1.61936 0.21243
H51 5.76472 -0.25078 6.33408
H52 -7.70926 9.21482 -6.11833
H53 -0.20325 -4.16365 -3.70201
H54 -4.98391 2.28719 -2.55294
H55 0.94108 -2.54435 -8.39676
H56 -7.77830 3.31667 -5.28478
H57 -6.63582 4.58040 -4.76824
H58 -5.53000 0.69852 -3.90558
H59 8.86199 1.32298 5.01501
H60 2.94222 -3.30373 -3.64260
H61 2.44977 -2.92349 -9.25470
H62 0.11813 -5.43440 -2.51741
H63 -9.15052 5.87789 -4.15254
H64 0.20166 0.47803 -4.52388
H65 0.84303 2.28776 0.84112
H66 7.05093 -8.24826 -3.40383
H67 4.82721 0.99752 4.82732
H68 -2.00204 2.25594 -2.10799
H69 -3.02824 -4.35553 10.61751
H70 1.31855 -4.22068 -8.83185
H71 -3.27662 -3.91844 8.91244
H72 1.24830 -5.18158 -3.87091
H73 -1.45532 1.22745 7.71219
H74 -4.37092 -0.88172 1.82089
H75 4.14727 1.39631 -0.01897
H76 8.32735 2.44023 6.27370
H77 -2.43342 0.22935 -1.45990
H78 -5.24659 -3.40369 11.47428
H79 -6.48868 8.03007 -5.60019

The calculation puts the calculated total energy at -84360.236 eV. The gap between HOMO and LUMO is 6.1 eV. As for the LUMO energy: -4.0 eV. The charge is +1.

> Among the records above, which one has the lowest calculated total energy?

C38H77Cl15N2O4P